7
Properties=species:S:1:pos:R:3:lowdin_charge:R:1 method="wB97M-V/def2-TZVPD" e_above_lowest_kcal_mol=103.28 energy_ev=-24548.1057 lumo_energy_ev="-4.35 / -4.35" e_homo_ev="-9.14 / -9.14" multiplicity=1 largest_force_ha_per_bohr=0.09425
N -1.98414 -0.53358 0.16946 0.168
O 1.24424 1.47368 0.71893 -0.440
O 1.28455 1.09925 -1.78264 -0.427
S 1.01074 0.64343 -0.43582 0.374
I 2.35776 -1.47415 -0.12052 0.463
H -2.00729 0.16489 0.84944 -0.060
H -1.90586 -1.37354 0.60116 -0.078